No. 1
DFT (ωB97M-V/def2-TZVPD) results for one molecule with the formula C14H27NOSi.

The geometry in XYZ format:
```
44
C14H27NOSi (ωB97M-V/def2-TZVPD)
O -0.11078 2.71169 -0.34794
C 1.05542 2.66483 0.29342
C 0.85648 2.72836 1.64902
C -0.51626 2.93451 1.87832
C -1.07684 2.88288 0.62561
N -2.86904 1.84491 -0.63393
C -2.51605 2.87892 0.31980
C 0.52206 -3.46460 -1.76368
C 1.75274 0.11084 -2.41111
C 2.20349 -1.38513 2.33259
C -3.20795 0.46261 -0.25145
C -2.03901 -0.31196 0.31717
C 0.54434 -3.00761 -0.32718
C 2.19027 -0.62878 -1.16442
C 0.92334 -0.89464 1.70442
C -0.94394 -0.45976 -0.73780
Si 0.69687 -1.16914 -0.12040
H 2.01599 2.56494 -0.19103
H 1.58276 2.76081 2.44566
H -0.99408 3.11651 2.84160
H -2.26480 1.90026 -1.46746
H -2.79712 3.88331 -0.02860
H -3.09508 2.71019 1.24520
H -0.33385 -3.10444 -2.32163
H 1.41536 -3.21405 -2.31106
H 0.42138 -4.54525 -1.82009
H 1.36876 1.09969 -2.13026
H 0.94525 -0.45230 -2.90120
H 2.56709 0.32161 -3.08591
H 2.26905 -2.45745 2.24411
H 2.25745 -1.12458 3.37103
H 3.06336 -0.91515 1.87788
H -3.58491 -0.10727 -1.11004
H -4.01396 0.56291 0.48634
H -2.36514 -1.33319 0.58388
H -1.62851 0.20874 1.20037
H 1.47521 -3.35293 0.15310
H -0.34696 -3.34616 0.22662
H 2.83930 -1.48983 -1.32643
H 2.77763 0.02124 -0.51596
H 0.84167 0.18048 1.74251
H 0.06754 -1.29875 2.18654
H -1.32421 -0.99750 -1.61375
H -0.62433 0.51023 -1.14383
```

Properties
Energy relative to the best compared isomer or geometry (same formula, charge and spin) (kcal per mole): 24.10
SMILES: CC[Si](CC)(CC)CCCNCc1ccco1

Atomic partial charges in e from the Mulliken method, atoms 1 to 2: number 1, O, carries -0.3913; number 2, C, carries -0.3724



No. 2
DFT (ωB97M-V/def2-TZVPD) results for a 2-piece molecular cluster, C14H28BNO8S overall.

The geometry in XYZ format:
```
53
C14H28BNO8S (ωB97M-V/def2-TZVPD)
C 1.23841 1.90869 5.78332
C 1.31429 0.37420 5.12217
O 0.78583 -0.63016 5.82621
O 2.00092 0.27325 3.82505
C 1.48393 -0.83911 3.00554
C -0.01814 -0.59748 2.38701
C -0.02870 -0.31092 0.75290
C -0.05555 -1.65198 -0.18846
B 1.38531 -2.42670 -0.34726
O 1.38005 -3.91530 -0.56554
O 2.72812 -1.78424 -0.34375
O -1.42461 0.21183 0.57524
C -1.53489 1.68932 0.81488
O -2.61473 2.47441 0.84770
O -0.08168 2.03976 0.94606
C 0.79718 1.02297 0.27774
C 0.73582 1.52760 -1.28056
C 1.53444 0.57945 -2.35295
C 1.61907 1.43552 -3.77588
C 3.18470 1.20567 -4.31523
N 4.13459 1.93228 -3.38353
H 2.14772 1.93791 6.55601
H 1.46421 2.70860 4.95040
H 0.21987 2.08988 6.34498
H 2.30359 -1.02584 2.15842
H 1.44056 -1.86881 3.60747
H -0.50087 0.30271 3.00373
H -0.76232 -1.51152 2.56192
H -0.79023 -2.42454 0.34817
H -0.58197 -1.37497 -1.20421
H 2.23625 -4.18731 -1.05088
H 3.18272 -2.02222 -1.22488
H 1.82903 1.18745 0.83119
H -0.33916 1.70772 -1.70630
H 1.28106 2.58924 -1.30764
H 2.61877 0.29989 -1.96328
H 0.86199 -0.36560 -2.55006
H 0.89163 0.91100 -4.52805
H 1.43259 2.58335 -3.62682
H 3.30407 1.50267 -5.44097
H 3.37835 0.04094 -4.21037
H 3.63759 2.42392 -2.60397
H 4.67620 2.66825 -3.88885
C -6.24718 -1.91853 -1.52800
S -4.86070 -0.76975 -1.70559
O -3.70002 -1.54575 -2.25415
C -4.57395 -0.54240 0.06671
H -6.57060 -2.22840 -2.52428
H -5.93486 -2.79784 -0.95982
H -7.07474 -1.41780 -1.02028
H -4.36361 -1.50554 0.53762
H -5.45509 -0.08590 0.52328
H -3.71525 0.12017 0.19786
```

Properties
Energy relative to the best compared isomer or geometry (same formula, charge and spin) (kcal per mole): 94.11

Atomic partial charges in e from the Mulliken method, atoms 1 to 2: number 1, C, carries -0.8104; number 2, C, carries 0.5578



No. 3
DFT (ωB97M-V/def2-TZVPD) results for a 7-piece molecular cluster, C14H28Br14 overall.

The geometry in XYZ format:
```
56
C14H28Br14 (ωB97M-V/def2-TZVPD)
Br 3.19283 -4.17532 3.86893
C 1.83157 -3.04366 3.04267
C 0.47094 -3.39155 3.55124
Br -0.64705 -1.75742 3.64155
H 1.93262 -3.27021 1.99377
H 2.12510 -2.03113 3.26210
H 0.44747 -3.68980 4.58952
H -0.08756 -4.07074 2.92226
Br 0.91077 4.96840 4.15808
C 1.52949 3.20288 3.72018
C 1.97677 2.50953 4.91266
Br 2.27516 0.62139 4.50402
H 2.35725 3.28719 3.01723
H 0.73899 2.67710 3.20116
H 1.28322 2.56714 5.74343
H 2.95663 2.82368 5.24981
Br 3.14237 1.23429 -3.67235
C 2.34995 0.51138 -5.29139
C 3.30704 0.67452 -6.42206
Br 2.68857 -0.29576 -7.97240
H 1.43704 1.07816 -5.45108
H 2.06651 -0.51794 -5.10484
H 4.26853 0.24127 -6.16625
H 3.45387 1.71986 -6.66699
Br -6.02616 2.05246 0.37221
C -4.31494 1.85052 1.25414
C -4.60253 1.69274 2.72953
Br -2.94261 1.46082 3.73619
H -3.64235 2.68947 1.11913
H -3.89201 0.93876 0.84962
H -5.19806 0.82252 2.97703
H -5.09681 2.57127 3.13093
Br 1.54135 -1.12951 -0.35081
C 1.04079 0.75803 -0.38175
C -0.41766 0.89073 -0.09835
Br -0.85495 2.77511 -0.37925
H 1.36667 1.19513 -1.31687
H 1.65991 1.16230 0.41356
H -0.68459 0.57840 0.90649
H -1.03660 0.38283 -0.82943
Br -0.04147 -5.26115 -0.85081
C 1.88096 -5.13815 -0.67910
C 2.28197 -6.27822 0.23047
Br 4.19013 -6.54296 0.15759
H 2.11930 -4.15846 -0.28942
H 2.31398 -5.30358 -1.65710
H 1.82263 -7.19993 -0.11012
H 1.97899 -6.16238 1.26778
Br -3.45988 0.93004 -2.39508
C -3.25613 2.35522 -3.68832
C -3.86588 3.63238 -3.15626
Br -5.79909 3.65981 -3.39981
H -3.69247 2.07947 -4.63718
H -2.18214 2.52528 -3.72832
H -3.52880 4.49637 -3.72379
H -3.66963 3.80143 -2.10418
```

Properties
Energy relative to the best compared isomer or geometry (same formula, charge and spin) (kcal per mole): 13.50
SMILES: BrCCBr.BrCCBr.BrCCBr.BrCCBr.BrCCBr.BrCCBr.BrCCBr

Atomic partial charges in e from the Mulliken method, atoms 1 to 2: number 1, Br, carries -0.1539; number 2, C, carries 0.4301



No. 4
DFT (ωB97M-V/def2-TZVPD) results for a 7-piece molecular cluster, C14H28Cl14 overall.

The geometry in XYZ format:
```
56
C14H28Cl14 (ωB97M-V/def2-TZVPD)
Cl 2.36875 -1.58457 0.83464
C 3.38266 -0.35174 0.02850
C 2.94008 -0.17411 -1.39368
Cl 3.42692 -1.55386 -2.42429
H 4.41213 -0.71796 0.10910
H 3.30426 0.58298 0.53960
H 3.37943 0.70685 -1.80195
H 1.84194 -0.08385 -1.45305
Cl -0.86967 -0.37275 3.03236
C -1.42285 0.44847 4.48805
C -2.86958 0.69649 4.54428
Cl -3.43405 1.60063 3.06190
H -0.83849 1.36632 4.47771
H -1.19000 -0.15538 5.37454
H -3.00741 1.40895 5.32650
H -3.50028 -0.23772 4.60662
Cl -2.02800 -3.04593 -1.64628
C -1.82628 -2.21533 -0.04747
C -2.39359 -0.80482 -0.06633
Cl -1.24970 0.45213 -0.66471
H -0.81715 -2.40107 0.25843
H -2.47026 -2.78086 0.65156
H -2.90331 -0.47687 0.88610
H -3.11906 -0.79800 -0.85654
Cl -1.65552 -3.20553 -5.74761
C 0.10969 -3.07778 -5.24452
C 0.50282 -1.74511 -4.69186
Cl 0.53262 -0.44404 -5.93128
H 0.72667 -3.22079 -6.11564
H 0.23468 -3.74558 -4.44901
H 1.56715 -1.78048 -4.46283
H -0.09410 -1.49170 -3.83143
Cl -4.16182 -0.00123 -3.69315
C -2.54867 0.64120 -4.21995
C -2.64190 1.92361 -4.91082
Cl -3.21313 3.22016 -3.75615
H -2.16335 -0.05749 -4.90499
H -1.87194 0.76312 -3.39257
H -3.50153 1.80647 -5.62064
H -1.64885 2.17230 -5.46095
Cl 1.94252 -0.88936 6.33056
C 3.05672 -1.33771 4.99030
C 3.45593 -0.20726 4.09450
Cl 4.41073 1.07730 4.91847
H 2.57488 -2.11450 4.39564
H 3.93778 -1.77235 5.50327
H 2.66500 0.33825 3.62325
H 4.03543 -0.55214 3.29341
Cl 1.07001 2.55057 3.31234
C -0.08498 2.57523 1.94483
C 0.50008 3.48632 0.80922
Cl 1.97432 2.83749 0.07219
H -1.00836 3.11614 2.33886
H -0.22454 1.48539 1.66644
H 0.68329 4.51163 1.23801
H -0.27814 3.62988 0.03652
```

Properties
Energy relative to the best compared isomer or geometry (same formula, charge and spin) (kcal per mole): 23.05
SMILES: ClCCCl.ClCCCl.ClCCCl.ClCCCl.ClCCCl.ClCCCl.ClCCCl

Atomic partial charges in e from the Mulliken method, atoms 1 to 2: number 1, Cl, carries -0.1740; number 2, C, carries -0.3053



No. 5
DFT (ωB97M-V/def2-TZVPD) results for a 3-piece molecular cluster, C14H28ClO7PS3Si overall.

The geometry in XYZ format:
```
55
C14H28ClO7PS3Si (ωB97M-V/def2-TZVPD)
C -1.99219 0.64334 2.33325
C -2.83566 1.89706 2.38279
C -2.53022 2.94184 3.24876
C -3.33399 4.07426 3.28465
C -4.44541 4.18369 2.45594
C -5.33144 5.40825 2.55680
Si -7.16939 4.98985 2.64767
S -7.98574 4.86262 0.65737
P -7.60383 3.11533 3.87265
O -6.14419 2.52285 4.30405
Cl -8.25342 1.78525 2.41684
C -4.74021 3.14626 1.57630
C -3.93780 2.01096 1.53809
H -2.60784 -0.24809 2.31032
H -1.35794 0.60017 3.21277
H -1.37905 0.68698 1.44060
H -1.67705 2.84635 3.90125
H -3.10358 4.87143 3.97279
H -5.05063 6.00781 3.42012
H -5.15800 6.04957 1.69307
H -7.89988 6.11640 3.26181
H -7.92519 3.55868 0.36290
H -5.74650 1.95503 3.63046
H -5.59521 3.18529 0.92151
H -4.19057 1.21377 0.85701
O 0.78185 -3.47318 1.62320
S 1.43498 -2.20015 1.60483
O 0.68392 -1.01174 1.33899
O 2.67489 -2.27102 0.61909
C 2.44272 -2.75076 -0.72648
C 1.79520 -1.70107 -1.60616
C 2.34834 -1.98118 3.09294
H 1.85047 -3.66593 -0.69502
H 3.42342 -3.00823 -1.11912
H 0.77545 -1.48729 -1.28738
H 1.76623 -2.05304 -2.63742
H 2.35542 -0.76689 -1.56304
H 2.94780 -2.86944 3.26979
H 1.62650 -1.84208 3.89455
H 2.97429 -1.09891 2.99129
O 4.44465 -3.79761 -3.42501
S 5.76201 -3.94554 -3.96806
O 6.89888 -3.51892 -3.21519
O 5.79584 -3.26979 -5.40468
C 5.33279 -1.90627 -5.51764
C 6.35430 -0.90436 -5.01883
C 6.00404 -5.60589 -4.49484
H 4.37990 -1.79951 -4.99723
H 5.14452 -1.75720 -6.57874
H 6.49338 -0.98193 -3.94138
H 6.02349 0.10849 -5.24894
H 7.32200 -1.07754 -5.48890
H 5.15472 -5.90980 -5.09995
H 6.07340 -6.21873 -3.59904
H 6.92950 -5.65950 -5.06141
```

Properties
SMILES: Cc1ccc(C[Si@@H](S)P(O)Cl)cc1.CCOS(C)(=O)=O.CCOS(C)(=O)=O

Atomic partial charges in e from the Mulliken method, atoms 1 to 2: number 1, C, carries -1.4871; number 2, C, carries 1.1185



| no. | highest occupied orbital energy (eV) |
| --- | --- |
| 1 | -8.342 |
| 2 | -8.837 |
| 3 | -10.076 |
| 4 | -10.616 |
| 5 | -8.387 |